Record 1
# C7H12

A 2-piece molecular cluster, C7H12 overall (the ωB97M-V functional and the def2-TZVPD basis, the Open Molecules 2025 dataset).

Each line ends with the Löwdin charge.
Geometry (Å):
H (-2.41223, 0.30482, 0.42691)  0.114
H (1.69303, -0.74200, -0.77994)  0.159
H (1.44803, 2.20629, -2.20599)  0.049
H (0.64036, 0.63179, 0.14410)  0.070
H (1.53928, -2.17956, 0.92933)  0.042
C (-0.16282, -1.58554, 1.87060)  -0.103
C (-0.50839, 1.69295, -1.31176)  -0.287
H (-0.47407, 2.63807, -0.75434)  0.109
C (0.96465, -2.50911, 1.81992)  -0.110
C (-0.36620, 0.52877, -0.26686)  -0.289
H (-1.49838, 1.58534, -1.77593)  0.110
H (-0.34841, -0.39516, -0.84860)  0.084
H (1.61437, -2.44274, 2.69780)  0.075
C (0.58003, 1.55817, -2.27106)  0.000
C (-0.93225, -0.68851, 1.62267)  -0.060
C (-1.41108, 0.45993, 0.84225)  -0.203
H (0.66156, -3.55034, 1.67385)  0.075
H (0.39120, 1.09906, -3.23732)  0.050
H (-1.41868, 1.38778, 1.42438)  0.115

Calculated values
E_HOMO (spin up / spin down) in eV: -9.252 / -8.130
Charge: 0
Gap between HOMO and LUMO (spin up / spin down) in eV: 9.595 / 7.468
E_LUMO (spin up / spin down) in eV: 0.343 / -0.662
ΔE to the lowest compared entry with this formula, charge and spin in kJ/mol: 640.7
Electronic energy in Ha: -273.6645
Molecular weight in Da: 96.17

---

Record 2
# C7H12

A 2-piece molecular cluster, C7H12 overall (the ωB97M-V functional and the def2-TZVPD basis, the Open Molecules 2025 dataset).

Each line ends with the Löwdin charge.
Geometry (Å):
H (1.23330, 0.76804, 1.66618)  0.137
C (-1.67349, 0.36704, 0.63519)  -0.177
H (0.48959, 1.55365, -1.02648)  0.137
C (-0.79671, -0.20484, -0.47723)  -0.181
H (-2.74362, 0.18286, 0.65473)  0.130
H (-0.10183, -2.97679, -1.99948)  0.057
H (-1.24632, -0.78768, -1.27467)  0.110
H (0.26721, -2.38625, -1.74176)  0.019
C (-0.90842, 1.52244, 1.25783)  -0.106
C (0.50786, 0.58765, -0.50175)  -0.299
H (2.65260, 0.34009, -0.68542)  0.077
H (-0.58895, -1.57509, 1.44729)  0.131
C (1.73447, -0.21538, -0.91389)  -0.088
H (1.77702, -1.16677, -0.36832)  0.075
C (-0.58090, -0.61018, 0.95511)  -0.123
H (-1.14559, 1.63711, 2.31938)  0.112
H (-0.93744, 2.49710, 0.75360)  0.107
C (0.34917, 0.65618, 1.03557)  -0.186
H (1.74204, -0.43691, -1.98710)  0.069

Calculated values
E_HOMO in eV: -9.405
Charge: 0
Gap between HOMO and LUMO in eV: 10.677
E_LUMO in eV: 1.272
ΔE to the lowest compared entry with this formula, charge and spin in kJ/mol: 305.5
Electronic energy in Ha: -273.7922
Molecular weight in Da: 96.17